The following is a quantum chemistry calculation of 9 unconnected molecules or ions with the total composition C20H58O18 in a non-equilibrium geometry, from the OMol25 dataset.

Total energy: -2150.9422 Ha
Frontier orbital gap: 10.2 eV
SMILES: COCCOC.OCCO.OCCO.OCCO.OCCO.OCCO.OCCO.OCCO.OCCO
LUMO level: 0.019 Eh

```
! RIJCOSX wB97M-V def2-TZVPD def2/J DEFGRID3
* xyz 0 1
C -6.935 -17.158 5.403
O -7.295 -16.680 4.116
C -6.246 -16.244 3.332
C -6.699 -15.942 1.917
O -7.973 -15.205 1.967
C -8.542 -14.988 0.712
H -6.245 -16.502 5.938
H -6.409 -18.147 5.233
H -7.902 -17.280 5.833
H -5.490 -17.057 3.276
H -5.740 -15.343 3.749
H -7.036 -16.921 1.440
H -5.954 -15.380 1.341
H -8.674 -15.856 0.105
H -8.001 -14.218 0.180
H -9.503 -14.605 0.851
O -9.077 -20.923 4.849
C -9.129 -21.078 6.244
C -10.339 -20.390 6.932
O -10.374 -19.029 6.445
H -9.157 -20.013 4.552
H -9.174 -22.134 6.391
H -8.152 -20.736 6.706
H -10.269 -20.393 8.010
H -11.264 -20.895 6.625
H -11.213 -18.591 6.687
O -15.493 -21.041 5.015
C -15.689 -19.687 4.621
C -14.342 -19.153 4.185
O -13.352 -19.136 5.253
H -16.393 -21.369 5.198
H -16.370 -19.690 3.791
H -16.110 -19.082 5.429
H -14.363 -18.119 3.781
H -13.989 -19.763 3.370
H -13.219 -20.081 5.383
O -7.952 -20.676 -0.162
C -8.316 -19.460 0.376
C -9.718 -19.035 -0.115
O -10.205 -17.751 0.341
H -8.786 -21.244 -0.128
H -8.407 -19.530 1.469
H -7.615 -18.672 0.072
H -10.447 -19.806 0.081
H -9.724 -18.927 -1.175
H -9.972 -17.776 1.272
O -9.195 -17.218 8.389
C -10.109 -16.268 8.848
C -10.885 -15.448 7.795
O -11.856 -16.331 7.192
H -9.552 -17.651 7.605
H -10.875 -16.817 9.439
H -9.630 -15.548 9.489
H -10.183 -15.040 7.010
H -11.386 -14.659 8.285
H -12.517 -15.786 6.737
O -7.485 -13.087 4.392
C -7.934 -11.738 4.568
C -8.950 -11.604 5.645
O -10.195 -12.212 5.287
H -7.737 -13.406 3.505
H -7.035 -11.158 4.827
H -8.366 -11.347 3.617
H -9.175 -10.543 5.738
H -8.608 -11.988 6.598
H -9.821 -13.027 4.878
O -12.290 -17.932 -1.858
C -13.267 -17.159 -1.007
C -13.916 -18.190 -0.064
O -13.041 -18.574 0.969
H -11.515 -17.440 -1.655
H -12.698 -16.414 -0.421
H -14.025 -16.689 -1.660
H -14.336 -19.066 -0.582
H -14.707 -17.665 0.483
H -12.155 -18.577 0.613
O -12.236 -22.507 2.089
C -11.182 -21.706 2.664
C -9.898 -22.254 2.109
O -9.924 -22.504 0.652
H -12.234 -23.389 2.541
H -11.371 -20.634 2.358
H -11.244 -21.745 3.784
H -9.764 -23.245 2.609
H -9.037 -21.554 2.386
H -10.803 -22.827 0.527
O -9.728 -14.974 4.239
C -10.719 -15.551 3.401
C -10.898 -16.950 3.969
O -9.764 -17.705 3.505
H -8.874 -15.096 3.764
H -11.637 -14.960 3.325
H -10.391 -15.801 2.387
H -11.780 -17.456 3.662
H -10.926 -17.030 5.071
H -8.914 -17.210 3.715
*
```